Formula: C22H27CoN4O6PS4Se
Source: the Open Molecules 2025 dataset
Level of theory: ωB97M-V/def2-TZVPD

Structure (ORCA input):
```
! wB97M-V def2-TZVPD RIJCOSX def2/J DEFGRID3
* xyz -2 2
Co -0.89635 0.44811 0.59833
C -5.40978 1.48053 0.57455
C -4.07155 0.81221 0.72692
S -2.86279 1.35704 -0.37826
C -3.81521 -0.13457 1.66767
C -4.86438 -0.73523 2.55946
S -2.22576 -0.77213 1.91646
H -5.31623 2.27374 -0.16215
H -5.72292 1.91246 1.52519
H -6.17297 0.77831 0.24029
H -5.81673 -0.21613 2.47150
H -4.53098 -0.71038 3.59656
H -5.00395 -1.78487 2.29316
C 0.37911 -4.63385 -2.15508
C 1.71682 -3.89941 -2.06265
C 1.83499 -2.83525 -3.14399
O 1.91278 -3.38931 -0.76033
P 1.62650 -1.87735 -0.19395
S 3.07682 -0.64697 -0.66256
S -0.32814 -1.52839 -0.64757
O 1.86636 -2.23179 1.36511
C 1.43749 -3.32101 2.16443
C -0.01762 -3.70228 1.95658
C 2.36432 -4.51629 1.95219
H 0.29159 -5.09113 -3.13745
H -0.43333 -3.92537 -2.01315
H 0.30680 -5.41430 -1.39783
H 2.53272 -4.63273 -2.18478
H 1.01885 -2.12403 -3.04578
H 1.79285 -3.29949 -4.12690
H 2.77115 -2.29537 -3.02883
H 1.57808 -2.94566 3.19170
H -0.16602 -4.04863 0.93688
H -0.67057 -2.85007 2.12686
H -0.27646 -4.49505 2.65807
H 2.18665 -4.95397 0.97368
H 2.18869 -5.26466 2.72366
H 3.39711 -4.17934 2.00090
Se 2.38003 -0.07622 2.86171
N 2.23588 1.38436 3.89753
C 1.12070 2.02541 3.54637
C 0.60319 3.22525 4.03587
C -0.55385 3.71969 3.44778
C -1.20305 3.03197 2.43455
N -0.78115 1.84749 2.00059
C 0.35786 1.38016 2.51662
N 0.81730 0.22368 2.06198
H 1.11791 3.76349 4.81821
H -0.96306 4.66654 3.77515
H -2.08729 3.42950 1.95308
O 1.19013 3.11452 0.50130
C 0.83433 2.52690 -0.51577
O 0.12710 1.47784 -0.60439
C 1.25017 3.10724 -1.86041
C 2.14525 4.17379 -1.83836
C 2.52697 4.80075 -3.01129
C 2.00771 4.37950 -4.21634
C 1.10847 3.30689 -4.24339
C 0.73206 2.65935 -3.06270
N 0.57862 2.90876 -5.48677
O 0.92448 3.54088 -6.50430
O -0.21348 1.96054 -5.53328
H 2.51951 4.49177 -0.87653
H 3.22357 5.62944 -2.97834
H 2.28236 4.86287 -5.14394
H 0.04034 1.83023 -3.09382
*
```

Summary:
Kohn-Sham gap (spin up / spin down) = 3.7 / 3.7 eV
LUMO (spin up / spin down) = 0.136 / 0.136 Ha
DFT total energy = -197102.736 eV
Energy relative to the best compared isomer or geometry (same formula, charge and spin) = 0.0 kcal per mole


Formula: C22H27F6N2O18PS
Source: the Open Molecules 2025 dataset
Level of theory: ωB97M-V/def2-TZVPD

Structure (ORCA input):
```
! wB97M-V def2-TZVPD RIJCOSX def2/J DEFGRID3
* xyz 0 1
C 5.62645 -1.40472 1.94367
C 4.79231 -0.19761 1.61555
C 5.25806 0.68805 0.47700
N 3.75963 0.06948 2.30981
P 2.14813 0.25714 1.76143
N 0.28472 0.50723 1.20296
C -0.40676 -0.40525 0.88179
S -1.30967 -1.63586 0.43955
H 5.15034 -2.26922 1.48083
H 5.66012 -1.52760 3.02597
H 6.64804 -1.31778 1.57537
H 6.29314 0.46060 0.23173
H 4.68108 0.54769 -0.43913
H 5.21648 1.72672 0.79987
H 2.45751 0.65567 0.46287
H 1.83392 1.16907 2.75005
H 1.83941 -1.08458 1.92909
O -7.03988 -1.20745 3.43235
C -5.86032 -1.10113 3.51715
O -5.10304 -0.30847 2.73165
C -3.76075 -0.32479 3.23159
C -3.73297 -1.63395 3.98953
F -2.92695 -1.58978 5.07692
O -5.08117 -1.76575 4.41154
H -3.61002 0.52724 3.89552
H -3.04187 -0.28158 2.42045
H -3.46016 -2.50155 3.38698
O 5.09460 -3.30828 -1.02401
C 5.90318 -4.16418 -0.88524
O 6.34208 -4.97164 -1.88003
C 7.41915 -5.76787 -1.37345
C 7.14987 -5.73909 0.11933
F 8.28417 -5.76776 0.85074
O 6.51611 -4.48169 0.28228
H 8.36835 -5.28575 -1.60933
H 7.39151 -6.76307 -1.80604
H 6.48027 -6.52206 0.47873
O 1.13665 7.34257 2.17751
C 1.03803 6.17148 2.05298
O -0.11857 5.47128 2.10358
C 0.15447 4.10906 1.76247
C 1.63436 4.00757 2.07912
F 2.27681 3.14982 1.24375
O 2.08812 5.31903 1.84522
H -0.02192 3.95190 0.69784
H -0.46971 3.43422 2.33956
H 1.86324 3.72666 3.10940
O 6.35630 0.54728 -2.60353
C 6.69775 -0.41083 -3.20770
O 6.60490 -0.56153 -4.54981
C 7.25564 -1.77978 -4.91716
C 7.19804 -2.55942 -3.61862
F 8.28052 -3.36665 -3.45207
O 7.23997 -1.53252 -2.65123
H 8.28865 -1.57513 -5.20255
H 6.73347 -2.25828 -5.73986
H 6.29458 -3.15157 -3.48101
O -4.47436 2.32199 1.51376
C -5.62340 2.52022 1.31055
O -6.36146 3.47637 1.92215
C -7.65845 3.49523 1.32122
C -7.74604 2.09955 0.73144
F -8.46293 2.07131 -0.42248
O -6.39571 1.81235 0.44294
H -7.68684 4.24843 0.53227
H -8.41988 3.70798 2.06504
H -8.13761 1.33690 1.40663
O -11.41141 0.20641 -5.96840
C -10.54592 0.52264 -5.22770
O -9.76782 -0.33461 -4.52327
C -8.74596 0.41593 -3.86345
C -9.36918 1.79553 -3.79826
F -8.44841 2.78405 -3.89172
O -10.18871 1.81047 -4.94833
H -7.84550 0.43061 -4.47924
H -8.52155 -0.01058 -2.89075
H -9.98527 1.97367 -2.91538
*
```

Summary:
Kohn-Sham gap = 8.9 eV
LUMO = 0.008 Ha
SMILES = CC(C)=N[PH3]N=C=S.O=C1OC[C@@H](F)O1.O=C1OC[C@@H](F)O1.O=C1OC[C@@H](F)O1.O=C1OC[C@@H](F)O1.O=C1OC[C@@H](F)O1.O=C1OC[C@@H](F)O1
DFT total energy = -99514.968 eV


Formula: C22H27FN2O3
Source: the Open Molecules 2025 dataset
Level of theory: ωB97M-V/def2-TZVPD

Structure (ORCA input):
```
! wB97M-V def2-TZVPD RIJCOSX def2/J DEFGRID3
* xyz 0 1
C -7.18546 -0.52875 1.36228
O -5.91334 0.06393 1.46174
C -4.91672 -0.39712 0.65738
C -5.05558 -1.40419 -0.29035
C -3.96436 -1.79278 -1.04989
C -2.73107 -1.18047 -0.89800
O -1.68039 -1.55782 -1.71173
C -0.68226 -2.32820 -1.06714
C -2.59237 -0.15117 0.04151
C -1.25441 0.49449 0.27237
O -0.62223 0.25063 1.28781
N -0.82259 1.32599 -0.69747
C -1.59840 1.61497 -1.88094
C 0.52552 1.88390 -0.65234
C 0.75054 2.77939 0.56657
C 2.17371 3.32223 0.51106
C 3.17098 2.16930 0.42941
N 2.90198 1.38513 -0.76119
C 3.94930 0.43364 -1.10103
C 4.09829 -0.70034 -0.11448
C 4.86018 -0.56690 1.04065
C 4.91957 -1.57836 1.98325
C 4.21428 -2.75390 1.79022
C 3.45928 -2.92244 0.64328
C 3.41513 -1.89877 -0.28345
F 2.68907 -2.09516 -1.41146
C 1.58593 0.77784 -0.68289
C -3.67392 0.21768 0.81788
H -7.80622 -0.01723 2.09615
H -7.61711 -0.39089 0.36543
H -7.15150 -1.59686 1.59966
H -6.00043 -1.90073 -0.44388
H -4.06712 -2.57834 -1.78301
H -1.07195 -3.31538 -0.79358
H 0.12644 -2.44150 -1.78602
H -0.30623 -1.83559 -0.16746
H -1.47953 2.66734 -2.14210
H -1.27215 0.99817 -2.72281
H -2.65251 1.41947 -1.69740
H 0.65436 2.48806 -1.55580
H 0.60984 2.18887 1.47183
H 0.02501 3.59558 0.56935
H 2.38312 3.92348 1.39699
H 2.29224 3.95413 -0.37147
H 4.18693 2.56657 0.35668
H 3.09574 1.56228 1.34820
H 4.88883 0.98900 -1.16878
H 3.71167 0.03192 -2.09000
H 5.42005 0.34371 1.19517
H 5.51806 -1.44785 2.87217
H 4.25504 -3.54182 2.52645
H 2.90596 -3.82956 0.45748
H 1.43041 0.15690 -1.56811
H 1.47212 0.15109 0.21462
H -3.57173 0.99640 1.55719
*
```

Summary:
Kohn-Sham gap = 9.2 eV
LUMO = 0.031 Ha
SMILES = COc1ccc(OC)c(C(=O)N(C)[C@H]2CCCN(Cc3ccccc3F)C2)c1
DFT total energy = -35092.076 eV
Energy relative to the best compared isomer or geometry (same formula, charge and spin) = 21.7 kcal per mole


Formula: C22H27FN2O3S
Source: the Open Molecules 2025 dataset
Level of theory: ωB97M-V/def2-TZVPD

Structure (ORCA input):
```
! wB97M-V def2-TZVPD RIJCOSX def2/J DEFGRID3
* xyz 0 1
C 2.53406 3.31702 3.24088
C 3.01771 2.43011 2.09839
C 3.92815 1.27977 2.56638
C 3.30464 0.29935 3.57280
C 2.14484 -0.47794 3.01165
C 0.85121 -0.27983 3.48549
C -0.22159 -0.95837 2.92949
C -0.01866 -1.85267 1.89244
C 1.26895 -2.07574 1.42960
C 2.34002 -1.39785 1.98665
N 1.88097 1.91631 1.36248
C 1.84820 1.80848 0.01800
O 2.64940 2.34096 -0.72082
C 0.70051 0.92632 -0.46947
C -0.67622 1.47653 -0.07244
C -1.77125 0.69556 -0.82953
N -1.22748 -0.54596 -1.31051
S -2.09821 -1.93711 -1.21737
O -2.91541 -1.86044 -0.04226
O -1.18407 -3.03028 -1.36174
C -3.15791 -1.88116 -2.66360
C -2.70481 -2.41854 -3.85355
C -3.48236 -2.30696 -4.99350
C -4.69872 -1.65024 -4.90103
F -5.45825 -1.53408 -6.00490
C -5.16285 -1.11016 -3.71228
C -4.37336 -1.22851 -2.58173
C -0.21406 -0.43306 -2.33286
C 0.73351 0.72129 -1.98204
H 3.37938 3.67958 3.81926
H 1.99296 4.17144 2.84272
H 1.86664 2.76871 3.90058
H 3.58810 3.03536 1.38457
H 4.81977 1.71843 3.01889
H 4.24302 0.72768 1.67867
H 2.99102 0.83932 4.46727
H 4.08713 -0.40381 3.87104
H 0.68133 0.41234 4.30013
H -1.21984 -0.78836 3.30541
H -0.85365 -2.36330 1.43918
H 1.42960 -2.78027 0.62714
H 3.34037 -1.57970 1.62034
H 1.22751 1.36991 1.90321
H 0.83032 -0.05305 0.00418
H -0.73717 2.53621 -0.32518
H -0.82482 1.37172 1.00204
H -2.59648 0.43863 -0.16649
H -2.16094 1.28978 -1.66860
H -1.75762 -2.93343 -3.86533
H -3.16479 -2.71769 -5.93861
H -6.12006 -0.61430 -3.68612
H -4.69354 -0.83827 -1.62905
H 0.31266 -1.38865 -2.34287
H -0.66938 -0.27233 -3.32288
H 1.74826 0.49824 -2.30846
H 0.42328 1.64301 -2.47569
*
```

Summary:
Kohn-Sham gap = 9.6 eV
LUMO = 0.024 Ha
SMILES = C[C@@H](CCc1ccccc1)NC(=O)C1CCN(S(=O)(=O)c2ccc(F)cc2)CC1
DFT total energy = -45928.525 eV
Energy relative to the best compared isomer or geometry (same formula, charge and spin) = 10.1 kcal per mole